DFT (ωB97M-V/def2-TZVPD) results for a structure of composition C7H16N2 in a non-equilibrium geometry.

E ... -385.54025 a.u.
Frontier orbital gap ... 8.91 eV
Energy relative to the best compared isomer or geometry (same formula, charge and spin) ... 788.6 kJ/mol

Each line ends with the Löwdin charge.
Geometry (Å):
C 0.6577 -2.5824 -0.1162  -0.11
C 0.8839 0.1025 -0.3712  -0.13
C -0.2153 1.0336 -0.5313  -0.73
C -0.5591 1.7202 0.6843  -0.09
C -1.3768 0.3725 -1.1609  -0.08
C 0.0960 2.1910 -1.6247  -0.06
C 0.4825 -2.0046 2.7619  -0.13
H 1.2755 -2.3874 -1.2633  0.12
H 0.9977 -3.4983 0.8498  0.14
H -0.5776 -2.7391 -0.4811  0.10
H 1.9667 0.6579 0.0084  0.18
H 1.3136 -0.2792 -1.3746  0.11
H -1.4103 2.2785 0.5047  0.06
H -0.5127 0.8765 1.5450  0.13
H -0.0134 2.3314 1.3073  0.06
H -1.9622 -0.4656 -0.6914  0.10
H -2.0718 1.2361 -1.0401  0.08
H -1.0911 0.2485 -2.3122  0.14
H 0.7054 1.9614 -2.5028  0.06
H -0.9096 2.5989 -1.9395  0.08
H 0.5937 3.2380 -1.1239  0.14
H 0.0850 -1.6566 3.7649  0.07
H 0.0934 -3.0037 2.4819  0.04
N 0.8375 -1.2134 0.6245  -0.23
N 0.7113 -1.0166 2.0006  -0.06